Record 1
Molecular formula: C28H21N7ScSe
Method: DFT, wB97M-V/def2-TZVPD

The value obtained for the HOMO-LUMO gap is 6.825 eV. The total charge is +3. The spin multiplicity is 1. The value obtained for the total energy is -4624.3000 Ha.

Cartesian coordinates (Å):
Sc  -0.8157  -0.1479  0.4954
C  -3.7195  -0.4979  0.4621
C  -3.4099  0.8038  0.8774
C  -2.7685  1.0139  2.1104
C  -2.4507  -0.0817  2.9238
C  -2.7944  -1.3740  2.5171
C  -3.4130  -1.5839  1.2846
H  -4.3375  -0.6448  -0.4167
H  -3.8370  1.6431  0.3329
H  -2.6839  2.0177  2.5190
H  -2.1042  0.0906  3.9371
H  -2.6909  -2.1989  3.2101
H  -3.7725  -2.5716  1.0261
Se  5.5095  4.6302  0.4039
N  5.2986  2.8990  0.3980
C  4.0124  2.5990  0.4212
C  3.4730  1.2740  0.4492
C  4.3021  0.1451  0.4293
C  3.7111  -1.0967  0.4813
C  2.3243  -1.1851  0.5539
N  1.4980  -0.1318  0.5642
C  2.0675  1.1058  0.5066
C  1.1868  2.2598  0.4878
N  -0.1604  2.0380  0.4863
C  -0.9556  3.1160  0.4250
C  -0.4960  4.4299  0.3985
C  0.8608  4.6712  0.4199
C  1.7264  3.5706  0.4499
C  3.1492  3.7357  0.4356
N  3.7855  4.8934  0.4268
H  5.3733  0.2747  0.3766
H  4.2991  -2.0001  0.4728
H  1.8806  -2.1709  0.6122
H  -2.0252  2.9367  0.3921
H  -1.2057  5.2410  0.3637
H  1.2737  5.6710  0.4085
N  -0.4806  -2.5775  -1.9684
C  -0.7920  -1.3373  -2.4655
C  -0.7195  -1.2107  -3.8634
C  -1.0563  -0.0248  -4.4653
C  -1.5032  1.0207  -3.6528
C  -1.5382  0.8328  -2.2928
N  -1.1605  -0.3168  -1.6629
C  -0.3118  -3.0967  -0.7115
C  0.1454  -4.4279  -0.6496
C  0.3843  -5.0156  0.5681
C  0.1698  -4.2544  1.7225
C  -0.2667  -2.9588  1.5918
N  -0.5263  -2.3535  0.3951
H  -0.2911  -3.2484  -2.7064
H  -0.4072  -2.0577  -4.4528
H  -1.0036  0.0842  -5.5371
H  -1.8270  1.9539  -4.0868
H  -1.9220  1.6258  -1.6547
H  0.3237  -4.9703  -1.5650
H  0.7419  -6.0321  0.6344
H  0.3611  -4.6665  2.7009
H  -0.4092  -2.3413  2.4788

=====

Record 2
Molecular formula: C28H22BF7O2S
Method: DFT, wB97M-V/def2-TZVPD

The value obtained for the HOMO-LUMO gap is 3.223 eV. The value obtained for the relative energy (zero: lowest compared OMol25 entry of this formula, charge and spin) is 221.37 kcal/mol. The spin multiplicity is 1. The value obtained for the total energy is -2352.5405 Ha.

Cartesian coordinates (Å):
C  -3.9682  0.9451  -2.6457
C  -2.5774  0.5543  -2.7015
C  -2.0183  -0.7379  -2.9523
C  -0.6386  -0.7371  -2.6510
C  -0.2306  0.3974  -1.7910
B  -2.3369  -1.2150  2.4523
C  1.1931  0.8521  -1.7153
C  1.5991  2.1108  -1.2627
C  2.8907  2.3194  -0.7709
C  3.4314  3.5888  -0.1317
F  4.5859  3.9732  -0.7584
F  2.5497  4.6168  -0.2035
F  3.7353  3.4272  1.1971
C  3.8645  1.3088  -0.9572
C  3.5164  0.1895  -1.7229
C  4.5370  -0.9187  -1.7824
F  4.0901  -1.9593  -2.5455
F  5.7467  -0.5479  -2.2646
F  4.7368  -1.4127  -0.5108
C  2.2013  -0.0403  -2.1373
O  -3.5463  -0.7098  2.2408
C  -4.2942  -1.3548  3.3362
C  -3.2150  -2.0280  4.2472
O  -1.9567  -2.0162  3.4164
S  -1.3598  1.7016  -2.3618
H  -4.6112  0.3737  -3.3349
H  -4.3375  0.8031  -1.6043
H  -4.0562  2.0313  -2.8712
H  -2.5863  -1.6110  -3.2150
H  0.0103  -1.5961  -2.8343
H  0.8979  2.9672  -1.1878
H  4.8435  1.4026  -0.5526
H  1.9831  -0.9848  -2.5974
H  -4.8669  -0.5750  3.8309
H  -4.9924  -2.0465  2.8537
H  -3.0223  -1.4610  5.1601
H  -3.4077  -3.0603  4.4994
F  2.1500  1.4978  3.4320
C  1.0276  1.7139  2.6578
C  0.5556  3.0179  2.5272
C  -0.4567  3.2367  1.5675
C  -1.0589  2.1534  0.9233
C  -0.4783  0.8660  0.9013
C  -0.7516  0.0599  -0.4551
C  -0.3830  -1.4520  -0.0430
C  1.0133  -1.5834  -0.0251
C  1.6292  -2.7574  -0.4651
C  0.8246  -3.8995  -0.5519
C  -0.5840  -3.8586  -0.4582
C  -1.1891  -2.5852  -0.2572
C  0.4085  0.6268  1.9973
H  0.9791  3.8390  3.1238
H  -0.7515  4.2651  1.3351
H  -2.0896  2.3127  0.4993
H  -1.9163  -0.0429  -0.2531
H  1.6103  -0.6904  0.2981
H  2.6927  -2.7363  -0.7490
H  1.3063  -4.8616  -0.8056
H  -1.1745  -4.7682  -0.5930
H  -2.2988  -2.5299  -0.2635
H  0.5449  -0.3744  2.4867

=====

Record 3
Molecular formula: C28H22Br4N3O5Ru
Method: DFT, wB97M-V/def2-TZVPD

The value obtained for the HOMO-LUMO gap (alpha / beta) is 5.093 / 5.151 eV. The total charge is +1. The value obtained for the relative energy (zero: lowest compared OMol25 entry of this formula, charge and spin) is 10.50 kcal/mol. The spin multiplicity is 1. The value obtained for the total energy is -12011.3309 Ha.

Cartesian coordinates (Å):
Ru  0.5558  -1.9355  0.9321
C  -3.4667  2.8484  -0.2327
O  -2.6716  1.9497  -0.9986
C  -1.8996  2.4818  -1.9803
C  -1.8845  3.8189  -2.3495
C  -1.0402  4.2413  -3.3717
C  -0.2226  3.3454  -4.0373
C  -0.2523  2.0026  -3.6818
C  -1.0738  1.5754  -2.6554
N  -1.1072  0.2027  -2.2556
C  -0.1690  -0.3222  -1.4224
N  1.0088  0.2899  -1.3189
C  2.1941  -0.1978  -0.7205
C  2.2467  -1.3027  0.1216
C  3.4990  -1.7509  0.5586
C  4.6475  -1.0766  0.1918
C  4.5849  0.0618  -0.6089
C  3.3583  0.5010  -1.0684
O  3.1595  1.5843  -1.8693
C  4.3003  2.3537  -2.2319
N  -0.3787  -1.4434  -0.7510
C  -1.5256  -2.2661  -0.9154
C  -1.9690  -2.7568  -2.1405
C  -3.0597  -3.6092  -2.1991
C  -3.7083  -3.9993  -1.0349
C  -3.2683  -3.5339  0.1951
C  -2.1860  -2.6763  0.2459
O  -1.6852  -2.2054  1.4551
C  -2.6118  -1.4601  2.2726
H  -3.9670  2.2428  0.5167
H  -4.2148  3.3412  -0.8555
H  -2.8414  3.5965  0.2580
H  -2.5164  4.5364  -1.8470
H  -1.0337  5.2872  -3.6478
H  0.4198  3.6793  -4.8401
H  0.3550  1.2772  -4.2103
H  -2.0347  -0.1574  -2.0728
H  1.1193  1.1640  -1.8172
H  3.5645  -2.6156  1.2067
H  5.6112  -1.4255  0.5385
H  5.4920  0.5871  -0.8682
H  4.9969  1.7583  -2.8247
H  4.8047  2.7410  -1.3455
H  3.9280  3.1813  -2.8275
H  -1.4449  -2.4721  -3.0443
H  -3.3963  -3.9792  -3.1578
H  -4.5451  -4.6824  -1.0801
H  -3.7482  -3.8440  1.1145
H  -2.1088  -0.5541  2.6044
H  -2.9023  -2.0674  3.1275
H  -3.4864  -1.1993  1.6805
Br  0.7141  1.7967  6.7160
C  0.8973  0.4335  5.4559
C  1.4222  -0.8547  5.8749
Br  1.8886  -1.1134  7.6640
C  1.5645  -1.8757  4.9767
Br  2.2175  -3.5725  5.4080
C  1.2000  -1.6579  3.6211
O  1.2683  -2.5418  2.6919
C  0.6851  -0.3859  3.2075
O  0.3606  -0.2728  1.9686
C  0.5316  0.6557  4.1566
Br  -0.1762  2.2727  3.5219

=====

Record 4
Molecular formula: C28H22BrIrN4OS2
Method: DFT, wB97M-V/def2-TZVPD

The value obtained for the HOMO-LUMO gap (alpha / beta) is 5.361 / 4.047 eV. The total charge is +2. The value obtained for the relative energy (zero: lowest compared OMol25 entry of this formula, charge and spin) is 0.00 kcal/mol. The spin multiplicity is 5. The value obtained for the total energy is -4848.6718 Ha. Its expectation value of S² is 6.073.

Cartesian coordinates (Å):
Ir  0.6953  0.4160  0.0644
C  4.8255  0.7905  0.8477
C  3.6604  1.1038  -0.0247
O  2.7471  0.2423  -0.1900
N  3.6034  2.2839  -0.6178
C  2.4668  2.7251  -1.4239
C  1.4282  3.3524  -0.5268
C  1.2750  4.7241  -0.4704
C  0.4278  5.2829  0.4749
C  -0.2148  4.4395  1.3655
C  -0.0369  3.0766  1.2390
N  0.7361  2.5303  0.2845
H  5.0082  -0.2813  0.8443
H  4.5560  1.0779  1.8684
H  5.7264  1.3272  0.5518
H  4.3499  2.9397  -0.4465
H  2.0596  1.8703  -1.9585
H  2.8206  3.4454  -2.1541
H  1.8360  5.3504  -1.1517
H  0.2917  6.3555  0.5271
H  -0.8404  4.8225  2.1602
H  -0.5059  2.3885  1.9290
S  -6.2677  1.6761  -0.4561
C  -6.6274  3.3271  -0.5678
C  -5.4977  4.1187  -0.5469
C  -4.3296  3.3687  -0.4409
C  -4.5596  1.9877  -0.3813
C  -3.6239  0.9185  -0.2673
C  -2.2542  1.1929  -0.2971
N  -1.3103  0.2546  -0.1774
C  -1.7241  -1.0984  -0.0988
C  -3.0999  -1.4542  -0.0772
C  -3.4239  -2.8622  -0.0063
C  -2.4622  -3.8038  0.0163
C  -1.0667  -3.4402  -0.0163
C  -0.0337  -4.3393  -0.0021
C  1.3192  -3.8844  -0.0302
C  1.5395  -2.4929  -0.0557
N  0.5660  -1.6122  -0.0737
C  -0.7524  -2.0514  -0.0611
C  2.4226  -4.7934  -0.0153
C  2.3855  -6.1840  0.0053
C  3.6550  -6.7729  0.0133
C  4.6624  -5.8419  -0.0006
S  4.0724  -4.2488  -0.0231
C  -4.0412  -0.4597  -0.1367
H  -7.6546  3.6573  -0.6467
H  -5.5324  5.1979  -0.6086
H  -3.3426  3.8117  -0.4079
H  -1.9206  2.2068  -0.4658
H  -4.4704  -3.1398  0.0139
H  -2.7182  -4.8556  0.0512
H  -0.2521  -5.3988  0.0343
H  2.5482  -2.0991  -0.0423
H  1.4700  -6.7599  0.0122
H  3.8326  -7.8391  0.0288
H  5.7274  -6.0261  0.0031
H  -5.0941  -0.7102  -0.1104
Br  0.9425  0.1867  2.6426

=====

F_max values, unit eV/Å, following the record order: 1.45, 10.31, 1.24, 1.47.